[1]
125
Properties=species:S:1:pos:R:3:mulliken_charge:R:1 method="wB97M-V/def2-TZVPD" relative_energy_kj_mol=0.0 lumo_ha=-0.092 total_charge=+1 fmax_ha_per_bohr=0.0503
Ba -3.78487 -0.63526 -2.09607 1.28
N -0.58090 -0.06641 -0.90381 0.25
O -0.94341 0.00749 -2.11563 -0.73
O 0.56204 -0.08478 -0.50460 -0.61
O -1.56735 -0.15769 -0.13814 -0.21
C 6.83321 0.53036 -0.17816 -0.86
O 5.54254 0.13272 -0.52989 -0.03
C 5.62095 -0.99297 -1.37132 -0.90
C 4.25207 -1.61272 -1.64595 -0.59
N 3.57479 -2.07747 -0.41756 0.00
C 2.32146 -2.73476 -0.78427 -0.39
C 1.60232 -3.26583 0.47672 -0.91
O 1.17907 -2.24884 1.38629 0.65
C -0.02047 -2.77694 1.90860 -1.03
H 7.47933 -0.22810 0.29208 0.35
H 6.88588 1.37572 0.50162 0.12
H 7.43385 0.72416 -1.08152 0.42
H 6.27003 -1.73923 -0.89767 0.43
H 6.01854 -0.66485 -2.34139 0.40
H 4.36839 -2.46971 -2.32173 0.47
H 3.64191 -0.84532 -2.12257 0.09
H 4.19249 -2.79732 -0.04458 0.22
H 2.44951 -3.45770 -1.60402 0.48
H 1.68682 -1.94418 -1.19834 -0.17
H 2.21616 -4.07853 0.87155 0.26
H 0.70766 -3.70241 0.01728 0.42
H 0.16783 -3.78083 2.31079 0.45
H -0.79792 -2.93851 1.14583 0.09
H -0.44642 -2.10676 2.65617 0.22
C -7.32686 -0.31180 -1.33857 -0.47
O -6.37014 -1.29699 -1.74012 0.01
C -6.98796 -2.34244 -2.47972 -0.64
C -5.90967 -3.36999 -2.81389 -0.84
N -4.72280 -2.79301 -3.49924 -0.10
C -4.99021 -2.24326 -4.86028 -0.70
C -3.64186 -1.73848 -5.44371 -0.73
O -3.11131 -0.70601 -4.63484 -0.04
C -2.09936 0.04589 -5.32452 -0.79
H -8.23755 -0.64629 -0.84320 0.37
H -7.56551 0.31388 -2.20144 0.31
H -6.84375 0.36237 -0.63427 -0.23
H -7.49461 -2.04154 -3.40443 0.45
H -7.79517 -2.80208 -1.90331 0.43
H -6.34592 -4.06646 -3.54290 0.45
H -5.65640 -3.97937 -1.94817 0.28
H -4.05559 -3.54734 -3.62991 0.13
H -5.70271 -1.41917 -4.90516 0.31
H -5.35465 -3.02940 -5.52930 0.41
H -4.00206 -1.36374 -6.40883 0.39
H -3.04316 -2.62713 -5.66045 0.44
H -1.23664 -0.60870 -5.47421 0.36
H -1.71935 0.81723 -4.65755 0.06
H -2.48982 0.43205 -6.26411 0.37
C -3.94611 -3.72987 0.97911 -0.76
O -4.35401 -2.40653 0.63438 0.14
C -4.27526 -1.48192 1.73123 -0.63
C -5.02079 -0.21096 1.43199 -0.80
N -4.20023 0.57175 0.50300 1.03
C -4.68600 1.93993 0.41514 -1.05
C -3.81772 2.83048 -0.43340 -0.50
O -3.55941 2.27455 -1.72061 -0.19
C -2.39623 2.79126 -2.33182 -0.45
H -4.65809 -4.14995 1.69389 0.34
H -2.92655 -3.73919 1.36073 0.24
H -4.05815 -4.30187 0.05976 0.19
H -3.23032 -1.30733 2.00526 0.26
H -4.75732 -2.00666 2.56497 0.56
H -5.07785 0.31011 2.39574 0.51
H -5.97253 -0.48579 0.98506 0.08
H -3.20417 0.52549 0.68743 -0.40
H -4.68647 2.29511 1.45824 0.40
H -5.73309 2.01857 0.10730 0.38
H -2.88023 3.03534 0.09271 0.24
H -4.34757 3.77497 -0.59218 0.45
H -2.17993 3.85680 -2.19570 0.42
H -2.48110 2.60156 -3.40088 0.25
H -1.45733 2.35019 -1.98668 -0.05
C 2.95613 -3.19668 3.55284 -1.02
O 2.85903 -1.79766 3.55285 0.10
C 2.46338 -1.34655 4.82401 -0.70
C 2.13412 0.13812 4.82549 -0.38
N 1.18696 0.44499 3.74839 0.10
C 0.87140 1.87065 3.71750 -0.95
C 0.03172 2.18874 2.47939 0.19
O 0.96968 2.43860 1.44728 -0.02
C 0.37648 3.07609 0.34681 0.30
H 2.00325 -3.66888 3.83184 0.36
H 3.58791 -3.65456 4.33157 0.41
H 3.32517 -3.60395 2.61916 0.14
H 3.20607 -1.65241 5.57263 0.43
H 1.54105 -1.84056 5.17621 0.35
H 3.01254 0.78047 4.77975 -0.20
H 1.72689 0.37289 5.82240 0.39
H 0.32350 0.00175 4.05959 0.14
H 1.78808 2.46102 3.71787 0.11
H 0.35145 2.24352 4.62057 0.44
H -0.57541 3.04976 2.80158 0.45
H -0.64004 1.36915 2.20030 -0.36
H 0.25612 4.15538 0.52278 0.42
H -0.49732 2.51735 -0.00037 -0.60
H 1.07322 3.08615 -0.49693 -0.35
C 5.74519 1.77301 4.43390 -0.87
O 5.01369 2.22497 3.29892 -0.01
C 5.36471 3.53160 2.94170 -0.90
C 4.60847 4.00577 1.70353 -0.73
N 4.60979 3.06038 0.55801 0.14
C 4.01794 3.70424 -0.60478 -0.98
C 4.00128 2.64783 -1.73749 -0.46
O 2.88330 1.78543 -1.55160 0.42
C 2.33685 1.42794 -2.82536 -1.13
H 6.78816 1.55084 4.21879 0.31
H 5.29672 0.82508 4.74036 0.08
H 5.48642 2.43923 5.25961 0.42
H 6.44760 3.54027 2.73739 0.44
H 5.18343 4.27589 3.73022 0.43
H 5.20251 4.85542 1.33526 0.41
H 3.58325 4.24112 1.98504 0.28
H 5.59116 2.97765 0.31593 0.09
H 4.69473 4.52333 -0.91947 0.50
H 3.05214 4.18167 -0.45315 0.37
H 4.92202 2.06568 -1.71953 -0.01
H 3.86545 3.20627 -2.67285 0.55
H 3.14642 0.99068 -3.42259 0.45
H 1.98049 2.30502 -3.37440 0.37
H 1.59081 0.66963 -2.60318 0.06

***

[2]
152
Properties=species:S:1:pos:R:3:mulliken_charge:R:1 method="wB97M-V/def2-TZVPD" lumo_ha=-0.106 total_charge=+1 fmax_ha_per_bohr=0.3042
C 1.86199 7.61341 1.08871 -1.24
C 2.01153 6.67183 2.42915 -0.64
N 0.73845 5.72267 2.70941 0.67
C 0.66015 4.65617 1.66973 -1.28
C 0.92019 5.10685 4.16610 -0.49
C 2.09295 4.13963 4.29797 -1.04
C -0.60697 6.51320 2.64057 -0.73
C -0.75859 7.64379 3.72557 -1.11
O 0.36197 8.45825 3.73672 -0.21
C 0.46929 9.52888 4.61624 -0.86
H 2.88539 7.97924 1.00546 0.47
H 1.04372 8.31859 1.23449 0.28
H 1.59717 7.04091 0.19978 0.27
H 2.25156 7.17034 3.36828 0.47
H 2.82436 5.95150 2.33674 0.63
H 0.23385 3.77462 2.14851 0.53
H 1.69657 4.37678 1.48035 0.27
H 0.15969 4.87299 0.72600 0.02
H 0.00408 4.55806 4.38445 0.49
H 1.01737 5.87277 4.93553 0.49
H 1.92312 3.19845 3.77505 0.01
H 2.26455 3.86917 5.33985 0.45
H 3.01097 4.52396 3.85343 0.34
H -1.32414 5.72831 2.88081 0.40
H -0.68949 6.75759 1.58153 0.76
H -1.07381 7.25841 4.69522 0.48
H -1.41999 8.32981 3.19638 0.52
H -0.13538 10.38749 4.32423 0.28
H 1.48635 9.92000 4.64275 0.27
H 0.22216 9.14014 5.60412 0.34
C 2.78296 -3.18277 0.90598 -1.19
C 2.52211 -4.01181 2.16988 -0.55
N 2.80502 -3.28480 3.55176 0.30
C 1.95429 -1.99838 3.56772 -0.94
C 2.38677 -4.23445 4.82014 -0.33
C 0.90771 -4.69009 4.90966 -1.27
C 4.37203 -2.94101 3.74655 -0.27
C 5.42232 -4.06259 3.59322 -0.70
O 5.65734 -4.99873 4.68181 -0.37
C 6.08208 -4.46870 5.94189 -0.72
H 2.08842 -2.37283 0.68303 0.17
H 2.66312 -3.88254 0.07890 0.53
H 3.81309 -2.83632 0.98908 0.32
H 3.01347 -4.97262 2.32321 0.54
H 1.46066 -4.25759 2.20156 0.36
H 2.00211 -1.63067 2.54273 0.05
H 2.26023 -1.34489 4.38469 0.42
H 0.92111 -2.25382 3.80303 0.42
H 2.50430 -3.61494 5.70924 0.35
H 3.12140 -5.02995 4.69528 0.50
H 0.87388 -5.57378 5.54688 0.38
H 0.42800 -4.75121 3.93281 0.26
H 0.24504 -3.97532 5.39758 0.40
H 4.39488 -2.55405 4.76529 0.45
H 4.52239 -2.05198 3.13409 0.37
H 6.42742 -3.64109 3.60714 0.51
H 5.25375 -4.77661 2.78708 0.17
H 6.33492 -5.34442 6.53963 0.28
H 5.38687 -3.72881 6.33855 0.26
H 6.92785 -3.78127 5.95626 0.36
C 0.14792 -6.71399 -1.76825 -1.48
C -0.65402 -6.33257 -3.06483 -0.06
N -1.99997 -5.59587 -2.83497 0.30
C -2.60663 -6.00241 -1.41907 -1.20
C -1.57931 -4.07329 -2.76912 -0.13
C -2.78910 -3.17653 -2.44754 -0.52
C -3.03846 -5.79227 -3.97437 -0.62
C -2.68316 -5.30108 -5.41755 -0.53
O -1.45840 -5.81332 -5.78915 -0.32
C -0.88678 -5.39699 -6.96757 -0.60
H 1.16007 -7.10703 -1.86399 0.40
H -0.48252 -7.30771 -1.10633 0.43
H 0.28380 -5.87781 -1.08236 0.30
H -1.01836 -7.19072 -3.62957 0.47
H -0.04359 -5.72033 -3.72863 0.22
H -3.59534 -5.64747 -1.12825 0.41
H -1.88473 -5.85245 -0.61628 0.35
H -2.68879 -7.06683 -1.63900 0.53
H -1.23042 -3.76815 -3.75566 -0.05
H -0.79771 -3.89558 -2.03046 0.52
H -3.46443 -3.59064 -1.69886 0.27
H -3.43044 -3.16339 -3.32879 0.18
H -2.61929 -2.12111 -2.23453 -0.28
H -3.90792 -5.23753 -3.62164 0.39
H -3.09665 -6.87933 -3.91954 0.59
H -2.82538 -4.22526 -5.52004 0.25
H -3.48178 -5.73008 -6.02274 0.54
H -0.21462 -6.18926 -7.29711 0.27
H -0.26847 -4.53761 -6.70824 0.10
H -1.42262 -5.10125 -7.86952 0.36
C -0.85323 0.04789 -2.06122 1.36
C 0.26910 -0.02543 -0.93164 -0.49
O 0.97309 -1.04370 -0.78754 -0.70
N 0.41672 1.12605 0.01992 1.91
H 1.40817 1.25151 0.16622 0.51
H 0.09418 1.86539 -0.58791 0.15
C -0.33157 0.80029 1.35940 -0.32
H -0.70024 -0.53191 -2.97145 -0.11
H -0.87777 1.07606 -2.42227 -0.11
H -1.72984 -0.21279 -1.46817 -0.21
H -1.32801 0.41450 1.14405 0.24
H -0.32458 1.70537 1.96676 0.18
H 0.12434 -0.06031 1.84890 0.01
C -3.85000 -0.32938 -5.71245 -0.81
C -3.78346 0.58660 -4.45477 0.30
O -2.74991 1.22213 -4.15592 -0.24
N -5.05688 0.57032 -3.57351 0.00
H -5.72378 1.25369 -3.90267 0.39
H -5.39984 -0.37390 -3.67802 0.43
C -4.76098 0.79780 -2.05148 -0.72
H -2.80959 -0.60609 -5.88294 -0.06
H -4.50967 0.07071 -6.48244 0.45
H -4.49617 -1.16047 -5.42987 0.39
H -4.30155 -0.07637 -1.59013 0.22
H -5.72871 0.96477 -1.57849 0.51
H -4.29679 1.76750 -1.87170 0.08
N -0.84133 3.10462 -1.24206 -0.55
S -0.23663 4.08416 -2.54919 0.85
O 0.31697 5.37441 -2.15402 -0.54
O -0.91093 3.98669 -3.82567 -0.56
F 1.05124 3.09364 -2.80946 -0.22
S -2.02361 3.96110 -1.24075 0.74
O -3.14406 3.76875 -2.20080 -0.69
O -2.02343 5.24425 -0.48876 -0.60
F -2.63193 2.99002 -0.06815 0.08
N 0.92633 -1.62874 -7.15509 -0.36
S -0.28439 -0.90465 -7.46781 1.03
O -0.52595 0.37744 -6.75849 -0.58
O -1.37957 -1.81431 -7.69541 -0.66
F 0.15409 -0.37013 -8.90701 -0.30
S 0.78849 -1.75524 -5.48035 1.06
O -0.50780 -1.86117 -4.89793 -0.22
O 1.80523 -1.05439 -4.69478 -0.68
F 1.24466 -3.26927 -5.36704 -0.34
N 2.94784 1.70222 0.58908 -0.24
S 3.70886 1.31629 1.75311 0.68
O 4.26773 2.39419 2.63055 -0.61
O 4.36122 0.02102 1.75268 -0.62
F 2.38594 0.99156 2.54432 -0.32
S 4.23182 2.39676 -0.19958 0.82
O 5.37399 1.48760 -0.39004 -0.60
O 4.52226 3.79597 0.09218 -0.57
F 3.45037 2.44307 -1.58924 -0.15
N -5.01136 2.79803 3.27902 -0.47
S -4.54743 3.85964 2.28320 0.99
O -5.27287 3.91114 1.00394 -0.61
O -3.22485 4.39461 2.38752 -0.31
F -5.36330 5.04270 3.03630 -0.37
S -4.07292 1.59661 2.54355 1.05
O -2.75312 1.37197 3.15997 -0.61
O -4.18691 1.17167 1.09375 -0.50
F -4.95502 0.45033 3.27789 -0.33

***

[3]
122
Properties=species:S:1:pos:R:3:mulliken_charge:R:1 method="wB97M-V/def2-TZVPD" relative_energy_kj_mol=0.0 lumo_ha=0.068 total_charge=-1 fmax_ha_per_bohr=0.0247
C 5.21284 4.13618 -0.13896 -1.00
C 6.29400 3.07300 -0.06248 -0.38
O 5.87226 1.71642 0.03978 -0.38
C 4.50473 1.48366 0.34074 0.34
C 4.29871 -0.03605 0.52542 -0.84
C 3.13914 -0.52674 -0.32776 -0.28
C 1.79182 0.06205 0.12716 -0.10
C 0.57381 -0.79850 -0.30343 -0.68
Al -0.86200 0.09518 -1.39436 -0.14
O -2.43798 0.19186 -0.45843 -0.39
C -3.36950 1.01709 -1.11713 -0.21
C -4.69341 0.97960 -0.34805 0.05
O -5.23787 2.31236 -0.30206 -0.40
C -6.64346 2.31277 -0.14409 0.14
C -7.03908 3.57145 0.61863 -1.24
C -0.41135 1.94914 -2.16410 -0.89
Cl -0.05927 3.20235 -0.89290 -0.21
C 0.62195 2.05551 -3.29578 1.47
C 0.50162 0.94991 -4.31089 -1.64
Cl 2.31622 2.23931 -2.74008 -0.28
H 4.58795 3.97623 -1.00887 0.21
H 4.62322 4.20740 0.76381 0.31
H 5.71914 5.09223 -0.23471 0.41
H 6.98863 3.29944 0.75009 0.28
H 6.86993 3.14371 -0.98417 0.29
H 4.21293 1.96694 1.26995 0.23
H 3.85289 1.79069 -0.46906 -0.25
H 5.20723 -0.52788 0.18586 0.23
H 4.10895 -0.24754 1.57004 0.38
H 3.26813 -0.25717 -1.37553 0.15
H 3.05433 -1.60422 -0.20871 0.25
H 1.84116 0.05984 1.21828 0.40
H 1.71795 1.10235 -0.17825 0.10
H 0.09405 -1.15366 0.60754 0.48
H 0.94397 -1.69339 -0.79795 0.08
H -1.19559 -0.84004 -2.68092 -0.49
H -3.52588 0.72401 -2.16266 0.19
H -3.04257 2.06171 -1.07508 0.08
H -4.44506 0.66571 0.66205 0.08
H -5.38064 0.30466 -0.84278 0.22
H -7.14102 2.28901 -1.11749 0.34
H -6.94748 1.42662 0.41414 0.00
H -7.93296 3.40235 1.21113 0.28
H -6.18638 3.80725 1.24338 0.30
H -7.21849 4.37893 -0.07925 0.35
H -1.32315 2.30443 -2.63449 0.72
H 0.39631 2.97720 -3.82992 -0.65
H 1.16845 1.18517 -5.13477 0.50
H 0.76309 -0.00975 -3.88617 0.28
H -0.51197 0.94407 -4.68920 0.36
C 4.20959 -5.33707 0.62395 -0.78
C 2.89149 -5.25174 -0.12538 -0.46
O 2.71207 -3.97412 -0.72358 -0.43
H 4.25844 -4.56853 1.39431 0.31
H 4.33806 -6.31222 1.09569 0.38
H 5.04780 -5.17008 -0.05474 0.11
H 2.05455 -5.39615 0.55623 0.29
H 2.83998 -6.02718 -0.89975 0.29
H 3.43868 -3.83171 -1.34059 0.24
C -7.37892 -3.18319 1.91190 -1.07
C -6.45069 -2.00325 1.70554 0.28
O -6.64127 -1.39070 0.43580 -0.46
H -7.22077 -3.93705 1.13782 0.33
H -7.21332 -3.64284 2.88833 0.34
H -8.41506 -2.86107 1.85405 0.16
H -5.40798 -2.31378 1.74558 0.34
H -6.61615 -1.25645 2.49153 -0.23
H -7.55730 -1.09454 0.38438 0.28
C -11.73199 -2.19476 4.83593 -1.11
C -10.56458 -2.83118 4.10342 -0.27
O -9.65762 -1.85367 3.60634 -0.41
H -12.26632 -1.51142 4.17545 0.28
H -12.42981 -2.95235 5.19680 0.34
H -11.37987 -1.61400 5.69147 0.33
H -10.91706 -3.39486 3.24059 0.31
H -10.02824 -3.52068 4.76484 0.30
H -9.32226 -1.35069 4.35793 0.23
C -0.56263 6.03001 -3.70013 -0.62
C 0.89130 6.19077 -4.10344 -0.10
O 1.73948 6.17574 -2.96220 -0.57
H -0.86115 6.82827 -3.02005 0.35
H -1.22518 6.04260 -4.56959 0.23
H -0.69234 5.08435 -3.17409 -0.02
H 1.04607 7.14172 -4.61452 0.35
H 1.19136 5.38187 -4.78122 0.09
H 1.61302 5.32834 -2.51265 0.31
C 8.96832 -5.46512 0.71325 -0.73
C 7.77427 -4.61629 1.10744 -0.15
O 6.99725 -5.25015 2.12092 -0.49
H 8.63988 -6.44122 0.35167 0.29
H 9.55288 -4.97954 -0.07098 0.34
H 9.61519 -5.63350 1.57534 -0.02
H 7.11671 -4.46000 0.25559 0.27
H 8.10340 -3.63636 1.46743 0.24
H 7.57408 -5.37178 2.88381 0.27
C -0.51126 5.75599 -7.94502 -1.15
C -0.25383 4.33871 -7.46661 0.35
O -1.36365 3.49273 -7.75796 -0.54
H -1.41065 6.15670 -7.47624 0.30
H 0.32868 6.41210 -7.70928 0.29
H -0.67162 5.77457 -9.02631 0.42
H -0.11507 4.31849 -6.38738 -0.23
H 0.64766 3.92743 -7.93343 0.26
H -1.49016 3.49173 -8.71293 0.29
C 12.40853 -6.66289 4.96113 -1.08
C 11.11232 -6.55250 4.17994 -0.21
O 10.95438 -5.25966 3.60007 -0.51
H 12.44187 -5.90921 5.74816 0.28
H 12.51055 -7.64962 5.41517 0.34
H 13.26801 -6.49304 4.30829 0.33
H 10.25719 -6.70462 4.83644 0.28
H 11.07572 -7.31120 3.39040 0.27
H 11.69728 -5.11116 3.00405 0.28
C -5.75701 1.82695 3.81220 -0.57
C -6.92143 2.66687 4.30346 -0.10
O -7.62572 2.00156 5.35753 -0.55
H -6.10973 0.85714 3.46029 -0.09
H -5.22528 2.32033 2.99740 0.22
H -5.05023 1.64263 4.62532 0.45
H -7.63683 2.83391 3.50145 0.08
H -6.57354 3.64188 4.66033 0.27
H -6.99991 1.85685 6.07553 0.30